Entry from the Open Molecules 2025 dataset: a cluster of 3 separate species, C5H15N2O in total in a non-equilibrium geometry (wB97M-V/def2-TZVPD).

```
23
Properties=species:S:1:pos:R:3:forces:R:3:lowdin_charge:R:1
O 1.865187 -0.096637 0.448630 0.291 -0.099 -0.956 -0.15
N -2.166049 0.844694 -0.045780 0.742 -0.537 1.563 0.14
N 0.650948 -1.930035 1.954645 -0.229 -0.463 -0.201 0.06
C 0.382575 -1.695643 -1.798948 0.127 -0.324 0.680 0.20
C -0.436786 -0.613763 -1.877173 -0.597 1.195 0.260 -0.06
C -0.212552 2.103122 0.893623 0.721 0.167 -1.197 0.00
C -0.054495 0.692820 -1.305981 -0.394 -1.614 -0.988 -0.07
C -0.748483 0.882386 0.110400 -0.604 -0.341 1.587 -0.39
H 1.137935 -1.768480 2.827990 -0.157 -0.254 0.181 0.03
H 0.405084 -2.453270 -2.559545 -0.474 -0.334 -0.327 0.10
H -0.636737 3.045140 0.547071 0.073 -0.006 0.043 0.09
H -0.255514 1.491177 -1.998110 -0.067 0.359 -0.265 0.14
H -1.398965 -0.629282 -2.373719 0.257 -0.284 -0.792 0.13
H 1.047653 -1.911127 -0.963592 0.232 0.715 -0.225 0.08
H 0.442642 -2.932680 1.834730 0.450 0.706 0.219 0.04
H -0.443792 1.905391 1.929620 -0.203 0.039 0.298 0.10
H -2.659932 0.362529 0.738583 0.527 0.118 -1.197 0.15
H 0.871682 2.075977 0.780238 -0.116 0.404 0.183 0.08
H 1.278538 -1.561999 1.222316 -0.383 0.000 0.060 -0.04
H 2.788228 -0.166444 0.149123 0.014 0.193 0.063 0.05
H 1.017409 0.527289 -1.019079 0.828 0.639 1.250 0.12
H -0.293890 0.075821 0.683431 -1.002 -0.532 0.040 0.10
H -2.580685 1.753014 -0.178472 -0.037 0.253 -0.278 0.11
```
Positions in Å, forces in eV/Å.

Net charge   +1
LUMO   -9.03 eV
Spin multiplicity   1
Energy above the lowest of the compared OMol25 structures with the same formula, charge and spin   206.84 kcal per mole
HOMO   -0.48590 hartree
Orbital gap   0.154 Ha
Maximum force   1.933 eV/A